(1)
{"formula": "C4H11N3O2", "method": "the ωB97M-V functional and the def2-TZVPD basis", "elements": ["H", "N", "C", "C", "N", "O", "C", "N", "O", "C", "H", "H", "H", "H", "H", "H", "H", "H", "H", "H"], "coordinates": [[-1.8031, -1.2108, -1.2044], [-2.0350, -1.1074, -0.2188], [-1.0536, -0.7126, 0.4916], [-1.1824, -0.4999, 1.9672], [0.3895, -1.0127, -0.0208], [0.5052, -1.6259, -1.2938], [1.2496, 0.0777, 0.1997], [2.2801, 0.2488, -0.7078], [0.1153, 1.3157, 0.2579], [-0.3503, 1.8248, -0.9685], [-1.8358, 0.3581, 2.1352], [-0.2319, -0.2995, 2.4589], [-1.6378, -1.3834, 2.4217], [-0.0393, -2.4257, -1.2097], [1.5717, 0.1286, 1.2356], [2.6049, -0.5854, -1.1769], [2.9294, 0.9755, -0.4397], [0.3629, 1.7070, -1.7967], [-0.5551, 2.8964, -0.8651], [-1.2841, 1.3307, -1.2655]], "mulliken_charge": [0.30, -0.74, 0.77, -1.03, 0.01, -0.53, 0.19, -0.45, -0.45, -0.72, 0.22, 0.31, 0.34, 0.36, 0.15, 0.21, 0.23, 0.31, 0.26, 0.26], "total_charge": 0, "de_lowest_kcal_mol": 107.6, "e_lumo_ha": 0.0248, "spin_multiplicity": 1, "homo_lumo_gap_ev": 9.35, "homo_ev": -8.676, "smiles": "[H]/N=C(/C)N(O)[C@@H](N)OC"}

(2)
{"formula": "C6H11NO", "method": "the ωB97M-V functional and the def2-TZVPD basis", "elements": ["C", "O", "C", "C", "C", "C", "C", "N", "H", "H", "H", "H", "H", "H", "H", "H", "H", "H", "H"], "coordinates": [[-1.7004, -0.9325, 0.7756], [-2.6650, -0.6662, -0.2214], [-1.0414, 0.3961, 1.1768], [-0.3963, 1.0683, -0.0122], [0.8058, 0.2991, -0.5500], [0.7834, -0.8325, -1.2975], [3.1646, 0.8003, -0.4375], [1.9373, 1.0596, -0.2747], [-2.1336, -1.4326, 1.6793], [-1.0594, -1.7554, 0.4325], [-3.5038, -1.0804, 0.0720], [-0.1870, 0.0923, 1.8444], [-1.7329, 1.1127, 1.5910], [-1.1087, 1.2148, -0.8745], [-0.1721, 2.0147, 0.4746], [-0.1028, -1.3419, -1.6567], [1.6407, -1.3971, -1.6614], [3.9217, 1.5546, -0.2492], [3.5497, -0.1741, -0.8111]], "mulliken_charge": [-0.55, -0.50, -0.55, -0.40, 0.97, -1.00, -0.10, -0.19, 0.38, 0.27, 0.33, 0.30, 0.35, 0.36, 0.26, 0.39, 0.21, 0.28, 0.18], "total_charge": 1, "de_lowest_kcal_mol": 79.6, "e_lumo_ha": [-0.2025, -0.3122], "spin_multiplicity": 2, "homo_lumo_gap_ev": [8.51, 5.49], "homo_ev": [-14.018, -13.982]}

no.,largest force on an atom (Eh/bohr)
1,0.0710
2,0.0821